Record 1
Density functional theory data (ωB97M-V/def2-TZVPD) for a 7-piece molecular cluster, BH16O6 overall at a distorted geometry.

Results
Kohn-Sham gap in eV: 9.0199
Total charge: -1

Geometry (Å):
H: -1.91326 -2.58678 -0.84678
H: 1.04474 2.11422 0.81322
H: -0.60326 -1.14578 -2.61878
H: -1.36326 -1.71878 0.06722
O: -1.07626 -2.49778 -0.41678
O: -1.50326 -1.12878 -2.93478
H: -2.08426 -0.72378 -2.25878
H: -2.22526 0.41922 0.21622
H: -0.20026 0.25622 0.36922
H: 2.43174 1.44322 0.77922
O: 2.73474 -0.29178 0.27222
B: -1.26026 0.41222 0.96022
H: -0.37626 1.55022 -2.12078
H: -1.28226 1.64322 -0.95778
O: 1.39474 -0.82878 2.68022
H: 3.36174 -0.15978 -0.42878
H: 2.03574 -0.75378 1.99022
H: -1.15926 1.48022 1.56222
O: 1.94874 2.30722 0.78522
H: 1.98574 -0.63078 -0.18078
O: -1.11226 2.08622 -1.76978
H: 0.57274 -0.76778 2.19922
H: -1.35126 -0.47778 1.83922

Cartesian forces, eV/Å:
H -0.70 -0.99 -1.17
H -2.27 -0.77 0.15
H 0.01 0.03 0.69
H 0.89 0.82 1.06
O 0.04 0.07 0.33
O -1.13 0.19 -0.47
H 1.02 -0.10 -0.35
H -0.09 -0.16 -0.18
H 0.11 -0.17 -0.38
H -1.10 1.02 0.09
O 1.12 0.00 0.49
B 0.32 0.02 1.06
H -0.50 0.52 0.09
H -0.49 -0.61 1.58
O -0.03 -0.35 0.94
H 0.69 0.15 -0.37
H 0.83 0.11 -0.44
H -0.15 -0.09 -0.19
O 3.12 0.13 -0.14
H -1.60 -0.46 -0.44
O 0.93 0.21 -1.71
H -0.89 0.20 -0.11
H -0.11 0.21 -0.51

Record 2
Density functional theory data (ωB97M-V/def2-TZVPD) for one molecule with the formula C2H6ClN3 at a distorted geometry.

Results
Kohn-Sham gap in eV: 9.9854
SMILES: [H]/N=C(/CCl)NN

Geometry (Å):
Cl: 2.62875 -0.28730 -0.18925
H: 1.03327 -1.98127 -0.44218
H: -1.54732 -0.86929 -1.97207
N: -0.62578 -1.03409 -1.48957
H: -1.54387 1.33338 -0.45246
H: 0.76260 -1.10483 1.05698
C: 0.96340 -0.94762 0.00285
N: -0.15413 1.12180 1.22553
C: -0.22195 -0.34283 -0.56329
N: -0.75091 0.75707 -0.00115
H: 0.30662 1.94605 0.82113
H: -0.85067 1.40892 2.00350

Cartesian forces, eV/Å:
Cl -0.65 0.50 0.05
H -0.07 1.40 0.37
H 1.12 0.43 1.03
N -3.21 -2.14 -4.63
H 1.91 -1.56 1.06
H 0.49 0.19 0.31
C 2.01 -2.99 1.47
N -0.78 2.52 0.16
C 0.20 1.16 0.27
N -2.68 0.92 -0.05
H 0.42 0.20 2.01
H 1.24 -0.63 -2.07

Record 3
Density functional theory data (ωB97M-V/def2-TZVPD) for C4H13N3 as an isolated structure at a distorted geometry.

Results
Kohn-Sham gap in eV: 8.5677

Geometry (Å):
N: 1.36766 0.14987 0.47455
H: 0.96980 1.60050 -1.15188
H: -0.18978 1.05552 1.21173
C: -1.59802 0.71296 -0.83962
N: 0.11179 0.11107 0.98194
H: 2.97414 -1.05114 -0.08510
C: 1.70347 1.30405 -0.35803
H: 1.87570 2.07851 0.40940
C: -2.02975 -1.12852 0.70268
N: -1.14409 -0.49386 -0.18331
H: 2.59114 0.98124 -0.91149
H: -2.47717 -0.36920 1.34328
H: -0.99065 0.96096 -1.74412
H: -1.51486 -2.03281 1.03809
H: -2.67211 0.66874 -1.12859
H: 1.77003 -1.96382 0.93731
C: 1.92792 -1.16888 0.12978
H: -1.35032 1.59818 -0.21396
H: 1.49813 -1.47817 -0.74252
H: -2.82304 -1.53521 0.12988

Cartesian forces, eV/Å:
N -0.62 -0.40 0.21
H 0.29 -0.29 0.89
H -0.11 0.09 -0.34
C 0.25 0.70 -0.34
N -1.25 -2.36 -0.85
H 0.62 0.07 0.27
C 0.17 -0.72 -0.13
H 0.19 0.34 -1.06
C -0.06 0.04 -0.33
N 3.76 1.93 0.06
H 0.24 0.75 0.27
H -0.01 -0.57 1.19
H -0.54 -0.70 0.33
H -0.18 0.58 1.12
H 0.59 0.14 0.29
H 0.12 1.46 -0.96
C 0.16 0.65 2.70
H -1.01 -0.09 -0.05
H -1.43 -1.27 -2.41
H -1.19 -0.32 -0.84

Record 4
Density functional theory data (ωB97M-V/def2-TZVPD) for C19H48AsBBeBr2CaClF11N2NaO2PSi2 as an isolated structure at a distorted geometry.

Results
Kohn-Sham gap in eV: 1.2524

Geometry (Å):
C: -1.24969 -3.79550 -3.30727
F: 3.29881 -6.11855 -2.45023
O: -0.53856 -2.77137 -1.32331
C: -3.76366 0.67502 0.89048
C: -2.80909 3.57143 1.52589
H: 3.40291 0.33168 0.21759
H: 3.50568 1.61895 -2.65186
H: -5.64356 -1.12014 1.38980
C: -0.65153 -3.94977 -1.89021
H: -2.11277 4.22896 0.99147
Si: 6.07115 -2.65091 -2.71918
F: 4.28055 -7.23682 -4.20888
H: 7.23282 -0.56946 -3.42921
C: -5.86704 -0.38164 2.17791
C: 1.86113 -1.02507 -2.19421
F: 0.23067 4.17735 2.70545
H: -2.26633 -3.40160 -3.25366
C: -4.90819 0.90425 1.99939
H: -7.90727 -0.98616 2.25498
H: -1.23711 -4.73014 -1.37000
H: 8.03073 -2.00405 -4.08865
C: 0.91909 0.10596 2.35404
C: 6.97529 -2.72354 -1.07577
H: 7.15554 -1.71975 -0.68159
H: 1.59743 -1.17634 -3.24208
H: 1.52285 -1.89626 -1.62172
F: 2.50222 -8.18899 -3.11338
F: -0.22324 7.01244 4.80379
F: 3.13222 2.72261 -4.17910
Be: 0.72090 9.06527 4.53624
C: -1.26468 1.18518 2.40771
H: -5.61898 -0.83033 3.19746
H: 0.75643 -5.51631 -2.55520
B: 3.06449 -6.98024 -3.56146
H: -7.73852 0.25692 0.21062
C: 5.99197 -4.35921 -3.42418
H: -1.92971 0.62696 3.10392
H: -6.66621 3.52874 1.28177
H: -0.65536 -3.12996 -3.93318
H: -4.18049 0.59764 -0.11781
Cl: -1.31162 1.92206 -0.69313
H: 7.93980 -3.21997 -1.19639
H: 1.28348 -4.69616 -1.08305
H: 6.39016 -3.27978 -0.33993
H: 0.90146 0.17629 3.56922
H: -5.55277 1.68484 1.59186
H: 4.04768 0.62207 -4.01311
H: -6.97047 3.41310 2.87299
H: -4.74980 3.40835 0.39952
Ca: -3.66178 -1.10536 3.25347
H: 1.46163 -3.90380 -2.64800
H: 5.48315 -4.35062 -4.38967
C: -4.25141 4.02756 1.15307
P: -2.35186 1.84780 1.03890
Br: 0.16235 0.87093 5.04038
H: 1.80028 -0.00785 1.71420
N: -6.55057 4.00564 2.16890
Si: 3.70177 -0.76217 -1.98992
C: -7.35742 -0.02982 2.21732
H: -8.69708 1.15944 1.22776
H: -2.62346 3.65895 2.60309
F: 1.34248 5.11146 4.67221
As: 0.00625 5.60431 3.76808
H: -1.29128 -4.76766 -3.80406
H: -7.56994 0.46526 3.17140
C: -0.27013 0.21033 1.75244
F: 2.16899 -6.34896 -4.46070
H: 6.52859 -1.41129 -4.81684
H: -4.15650 5.03238 0.72495
H: -3.32797 -0.35354 1.08875
H: -4.80478 3.41712 3.12605
F: 1.06162 6.63938 2.63663
H: 6.98953 -4.77881 -3.56953
H: -4.95765 5.20805 2.87552
H: -4.43332 1.23767 2.96206
O: 4.54118 -2.05535 -2.52033
H: 5.43472 -5.01089 -2.74907
C: 4.15828 0.78849 -2.94239
Br: 2.98967 7.14818 4.18055
H: 5.08479 -0.16706 -0.00994
F: -1.00025 4.64522 4.78591
C: -5.10913 4.22060 2.43609
C: 4.04633 -0.46401 -0.16689
H: 1.32052 -0.14618 -1.83055
H: -0.79549 1.98328 2.98903
N: -7.77737 0.76630 1.08336
H: 3.85933 -1.37129 0.41370
Na: 0.69695 4.90541 1.05749
H: 5.19300 1.08069 -2.74675
F: -1.39184 6.06227 2.82314
C: 7.06025 -1.55291 -3.87363
C: 0.81628 -4.54646 -2.05382
H: -0.52760 -0.34084 0.84323

Cartesian forces, eV/Å:
C 0.13 -0.51 -0.33
F -0.22 0.00 -0.05
O -0.07 -0.06 1.06
C -0.50 -0.72 1.15
C -0.71 -0.36 -0.92
H 0.04 0.05 -0.03
H -0.10 -0.05 -0.14
H -0.07 0.03 0.20
C -0.93 0.61 -1.74
H 0.11 -0.35 0.27
Si 0.69 -0.46 -0.21
F -0.06 0.09 0.04
H 0.03 0.03 -0.07
C 1.18 1.12 0.55
C 0.10 -0.18 -0.02
F -0.69 -0.46 1.46
H 0.00 0.06 0.17
C 0.32 -0.71 -1.11
H 0.22 0.11 0.19
H 0.35 0.09 0.66
H -0.01 -0.04 0.01
C 0.66 -0.24 0.39
C -0.30 0.26 0.03
H 0.04 -0.03 0.06
H -0.04 -0.01 0.01
H -0.01 0.05 0.01
F -0.10 0.17 0.10
F -0.13 0.51 -0.40
F -0.28 0.34 0.06
Be 1.38 -1.84 -0.18
C -0.93 -1.39 -1.63
H -1.63 0.19 -0.96
H -0.32 0.10 -0.04
B 0.24 -0.21 -0.18
H -0.25 -0.06 0.06
C -0.23 0.19 0.10
H -0.30 0.63 0.19
H -0.23 0.09 0.05
H 0.09 0.03 0.14
H 0.02 0.19 0.17
Cl -0.72 -0.05 0.61
H -0.01 -0.01 -0.02
H -0.19 0.12 0.10
H 0.05 -0.02 0.02
H 0.93 0.48 -3.18
H 0.04 0.09 0.58
H -0.11 0.03 0.02
H -0.04 0.18 0.07
H 0.13 -0.07 0.18
Ca 2.02 -0.53 0.62
H -0.31 0.18 -0.05
H -0.05 -0.16 0.03
C 0.16 1.27 0.78
P 0.99 0.40 1.17
Br -1.37 0.47 2.47
H -0.19 -1.26 0.35
N 0.40 0.18 -0.36
Si -0.13 0.37 0.17
C -0.39 -0.89 0.08
H 0.00 -0.07 -0.15
H 0.09 -0.05 -0.18
F -0.34 -0.64 -0.20
As 0.57 0.57 1.43
H 0.03 0.00 0.02
H -0.01 0.24 -0.33
C 0.11 0.40 0.47
F -0.06 0.09 0.22
H 0.05 0.02 -0.02
H -0.04 -0.34 -0.30
H 0.23 0.83 -0.79
H 0.27 0.61 0.28
F -2.90 -2.10 -0.31
H 0.02 0.05 0.02
H 0.22 -0.21 0.03
H -0.56 -0.03 -0.55
O -0.04 0.04 0.06
H -0.06 -0.13 -0.17
C 0.38 -0.20 0.13
Br 0.91 2.65 1.07
H 0.00 0.00 0.05
F -0.29 0.28 -0.49
C -0.63 -1.57 -0.40
C 0.02 -0.16 -0.07
H 0.03 0.02 -0.02
H -0.12 -0.09 -0.08
N 0.64 0.48 0.24
H 0.02 0.02 0.03
Na 1.20 1.10 -2.37
H 0.02 -0.05 0.00
F 0.45 -0.14 -0.30
C -0.28 0.18 0.16
C 1.18 -0.62 0.11
H 0.20 0.80 -0.32

Record 5
Density functional theory data (ωB97M-V/def2-TZVPD) for C19H35BNO2PSr as an isolated structure at a distorted geometry.

Results
Kohn-Sham gap (alpha / beta) in eV: 3.1054 / 2.9013

Geometry (Å):
H: -0.97695 2.18654 -2.66097
C: -2.39732 -0.16329 2.71797
H: 0.82576 -4.60205 -3.68803
H: -1.34537 0.59677 4.47900
H: -3.89243 3.03870 3.08354
H: -4.49846 1.52415 3.76988
H: 4.22762 1.79173 0.58166
H: -0.04051 -5.09625 -2.19277
C: 1.61120 1.91062 -2.72071
C: -1.91004 -0.29090 4.15672
B: -0.75968 1.12149 1.62273
H: -4.74338 0.78657 1.29831
H: 1.91130 -3.60550 -0.15809
P: 0.69002 -2.78183 -2.11791
C: 0.09286 -4.29178 -2.92567
H: 1.79647 -2.48853 -4.19896
H: -2.76216 -0.43929 4.83915
N: 0.81489 2.34010 -1.60666
C: 3.82009 0.82844 0.23506
H: -0.86780 -4.08928 -3.42038
H: -0.46658 3.86515 -2.34253
H: -3.35444 -1.37999 1.18075
H: -3.31119 0.78670 0.23332
C: -0.49584 2.84228 -1.91965
H: 4.77568 -2.21584 -0.97039
C: -3.59077 2.04704 3.44616
C: 1.24834 -1.80967 -3.52596
H: -4.00974 2.31594 0.80166
C: 2.74116 -1.58406 -0.61205
H: -0.17401 -1.71200 -1.55604
C: 2.41748 0.64232 0.24789
C: 4.14155 -1.40597 -0.62224
H: 2.83745 -3.52443 -1.64950
H: -2.68864 -2.29867 2.55746
H: 2.48136 3.19340 -0.68799
C: -3.78529 1.28118 1.09214
H: 0.87618 3.68881 -0.05000
C: 1.56392 1.77901 0.68729
H: 1.96420 2.25438 1.59262
H: 5.74414 -0.01446 -0.22257
C: 4.66518 -0.17715 -0.20022
H: -0.49932 -2.87641 -1.19669
H: -2.94082 2.19250 4.31941
H: 1.92353 -1.00376 -3.22367
C: 1.90638 -0.56769 -0.20372
H: 0.39755 -1.38546 -4.07453
H: -4.17674 -1.37041 2.76170
H: 0.33120 1.42260 1.03394
H: -1.25005 -1.16606 4.25951
C: -3.19503 -1.36360 2.26782
H: 1.89875 2.75707 -3.37476
C: 2.13785 -2.94063 -1.02987
Sr: 0.06975 -1.97497 0.80690
O: -1.09745 -0.20291 1.86885
C: 1.46988 2.83718 -0.41916
H: 2.52589 1.40897 -2.37463
O: -1.69314 2.02848 2.01358
H: 1.02926 1.20691 -3.33551
H: -1.11248 2.86821 -1.00859
C: -2.90125 1.27956 2.33541

Cartesian forces, eV/Å:
H 0.03 0.13 0.20
C 1.36 0.50 -0.50
H -0.31 -0.03 0.06
H -0.20 -0.32 -0.19
H 0.15 -0.28 0.02
H 0.06 0.05 0.02
H -0.10 -0.49 -0.19
H 0.01 0.34 -0.15
C -0.05 0.28 -0.02
C -0.23 -0.02 0.30
B -1.53 -0.48 0.18
H 0.11 0.03 -0.04
H 0.08 0.20 -0.56
P -2.67 2.44 1.36
C 0.56 -0.58 -0.59
H -0.01 0.38 -0.15
H 0.17 0.10 -0.10
N -0.46 -0.84 -0.14
C -0.32 0.19 0.35
H 0.26 0.06 0.19
H -0.13 0.00 -0.03
H 0.02 0.10 0.34
H -0.03 0.12 0.27
C 0.25 0.09 0.09
H 0.22 0.12 0.01
C -0.22 -0.07 0.45
C 1.17 -0.42 -1.20
H 0.17 -0.24 0.10
C 1.43 0.08 -0.09
H 2.07 2.65 -2.13
C 1.26 0.82 0.17
C -0.55 -0.06 -0.20
H -0.02 0.09 0.24
H -0.10 0.29 -0.01
H -0.13 0.26 -0.01
C -0.26 -0.07 -0.22
H 0.30 0.05 0.02
C 1.78 0.82 -1.27
H 0.07 0.04 0.15
H -0.24 -0.08 0.01
C 0.28 -0.56 -0.19
H -0.90 -4.60 2.12
H -0.16 -0.08 -0.30
H -0.25 -0.10 0.15
C -1.87 -0.61 0.50
H 0.11 -0.19 0.27
H 0.09 -0.07 -0.10
H 1.97 0.38 -0.77
H -0.23 0.27 -0.09
C -0.50 -0.07 0.00
H 0.13 -0.09 -0.07
C 0.22 -0.33 0.06
Sr 0.21 0.75 -0.17
O -1.95 0.07 1.31
C -0.25 -0.21 0.35
H -0.28 0.12 -0.08
O -0.54 -0.86 0.28
H 0.19 0.10 0.10
H 0.11 -0.04 -0.29
C -0.37 -0.08 0.15

Please write out number 3 again, unchanged.
Density functional theory data (ωB97M-V/def2-TZVPD) for C4H13N3 as an isolated structure at a distorted geometry.

Results
Kohn-Sham gap in eV: 8.5677

Geometry (Å):
N: 1.36766 0.14987 0.47455
H: 0.96980 1.60050 -1.15188
H: -0.18978 1.05552 1.21173
C: -1.59802 0.71296 -0.83962
N: 0.11179 0.11107 0.98194
H: 2.97414 -1.05114 -0.08510
C: 1.70347 1.30405 -0.35803
H: 1.87570 2.07851 0.40940
C: -2.02975 -1.12852 0.70268
N: -1.14409 -0.49386 -0.18331
H: 2.59114 0.98124 -0.91149
H: -2.47717 -0.36920 1.34328
H: -0.99065 0.96096 -1.74412
H: -1.51486 -2.03281 1.03809
H: -2.67211 0.66874 -1.12859
H: 1.77003 -1.96382 0.93731
C: 1.92792 -1.16888 0.12978
H: -1.35032 1.59818 -0.21396
H: 1.49813 -1.47817 -0.74252
H: -2.82304 -1.53521 0.12988

Cartesian forces, eV/Å:
N -0.62 -0.40 0.21
H 0.29 -0.29 0.89
H -0.11 0.09 -0.34
C 0.25 0.70 -0.34
N -1.25 -2.36 -0.85
H 0.62 0.07 0.27
C 0.17 -0.72 -0.13
H 0.19 0.34 -1.06
C -0.06 0.04 -0.33
N 3.76 1.93 0.06
H 0.24 0.75 0.27
H -0.01 -0.57 1.19
H -0.54 -0.70 0.33
H -0.18 0.58 1.12
H 0.59 0.14 0.29
H 0.12 1.46 -0.96
C 0.16 0.65 2.70
H -1.01 -0.09 -0.05
H -1.43 -1.27 -2.41
H -1.19 -0.32 -0.84